[1]
14
Properties=species:S:1:pos:R:3 method="wB97M-V/def2-TZVPD" gap_ev=11.45 relative_energy_kj_mol=184.1 spin_multiplicity=1 total_energy_ev=-8371.3736 homo_ev=-10.5 total_charge=0 smiles="CC(C)OC=O"
C 0.72435 -1.04386 -0.92785
C 0.07204 0.32753 -0.31710
C 0.73924 1.64158 0.21803
O -0.32028 -0.34117 0.90296
C -1.54250 -0.84074 0.95033
O -2.53486 -0.25790 0.60604
H 1.74734 -0.95106 -1.27675
H 0.76501 -1.87781 -0.18117
H 0.06229 -1.44968 -1.70400
H -0.83212 0.70026 -0.85182
H 0.05839 2.02698 0.99932
H 0.86930 2.48578 -0.47646
H 1.69221 1.44737 0.70813
H -1.50041 -1.86728 1.35033

***

[2]
40
Properties=species:S:1:pos:R:3 method="wB97M-V/def2-TZVPD" gap_ev="6.52 / 5.69" relative_energy_kj_mol=0.0 spin_multiplicity=3 total_energy_ev=-150397.3778 homo_ev="-7.8 / -7.5" total_charge=0
Mo 0.09574 0.00613 -0.27531
C 0.52149 -1.28162 4.72777
S -1.20539 -1.42640 4.20774
C -1.03760 -0.77694 2.56679
S -0.01495 -1.64145 1.45810
N -1.71010 0.27894 2.27608
N -1.47865 0.66656 0.95564
C -2.27504 1.61982 0.54182
C -2.07680 2.00318 -0.80438
C -2.83247 2.96988 -1.49383
C -2.55415 3.23519 -2.80354
C -1.51265 2.53161 -3.43867
C -0.80778 1.60318 -2.73082
N -1.07306 1.32863 -1.42433
H 0.55558 -1.66456 5.74641
H 0.83994 -0.24188 4.72249
H 1.17857 -1.87672 4.09817
H -3.02202 2.03925 1.20121
H -3.62080 3.48784 -0.96470
H -3.12076 3.98059 -3.34466
H -1.25514 2.72205 -4.47056
H 0.01743 1.04936 -3.16042
S 4.07404 -0.57008 1.92644
As 3.23467 0.42430 0.27926
S 1.51599 1.70548 0.66647
S 2.15794 -0.86387 -1.14138
S 5.04917 1.26966 -0.36300
C -0.43624 -2.13741 -3.84148
Sb -1.07268 -1.94778 -1.82020
C -0.89534 -3.95154 -1.17802
C -3.17195 -1.80818 -2.13224
H -0.73936 -3.10727 -4.23327
H 0.64756 -2.04608 -3.89477
H -0.89128 -1.35174 -4.44394
H -1.34986 -4.61604 -1.91093
H -1.38600 -4.06339 -0.21343
H 0.16002 -4.19435 -1.06354
H -3.51207 -2.59764 -2.80116
H -3.40387 -0.83799 -2.57142
H -3.68682 -1.89442 -1.17642

***

[3]
71
Properties=species:S:1:pos:R:3 method="wB97M-V/def2-TZVPD" gap_ev="6.39 / 6.87" relative_energy_kj_mol=0.0 spin_multiplicity=4 total_energy_ev=-72533.5262 homo_ev="-9.2 / -9.6" total_charge=+1
V 0.00487 0.21760 -0.05459
C 1.10810 2.02170 1.89777
C -0.26753 2.54067 1.49050
N -1.27074 1.46859 1.26875
C -2.50914 2.09767 0.76457
C -3.67867 1.14065 0.61625
C -1.51903 0.72912 2.54534
C -1.39416 -0.78155 2.36392
N -0.22843 -1.03740 1.54138
C 0.71498 -1.96222 1.80807
C 1.81443 -2.02086 0.92350
F 1.81361 -1.10463 -0.12434
C 2.86813 -2.89277 1.02328
F 3.84524 -2.83088 0.11001
C 2.91743 -3.81739 2.04616
C 1.85678 -3.80458 2.93498
F 1.84612 -4.68122 3.94307
C 0.79339 -2.92883 2.83207
F -0.19388 -3.03035 3.74836
H 1.83517 2.82785 1.80412
H 1.50765 1.21365 1.27202
H 1.13455 1.66518 2.92484
H -0.18940 3.10051 0.55501
H -0.63264 3.23909 2.25402
H -2.26904 2.54702 -0.20293
H -2.79886 2.91431 1.43921
H -3.39053 0.24538 0.06880
H -4.48237 1.63367 0.06962
H -4.08271 0.82765 1.57756
H -2.49648 0.99870 2.95037
H -0.78099 1.04665 3.27941
H -2.29954 -1.16451 1.87152
H -1.35756 -1.23889 3.35047
H 3.73683 -4.51110 2.15119
O 2.55246 1.78867 -0.80562
C 1.70545 2.03239 -1.63731
O 0.48227 1.61449 -1.65527
C 2.06308 2.99716 -2.79348
N 0.78536 3.25907 -3.56178
C 0.41226 4.70569 -3.38305
C 1.17662 5.11499 -2.13174
C 2.50228 4.36703 -2.28428
H 2.79560 2.51636 -3.43777
H 0.12510 2.61290 -3.06680
H 0.84548 2.99286 -4.54045
H -0.66841 4.79866 -3.31444
H 0.76401 5.25364 -4.25519
H 0.64870 4.77627 -1.23734
H 1.29393 6.19371 -2.06617
H 3.05338 4.25986 -1.35352
H 3.14638 4.86414 -3.01052
C -1.87169 -0.24620 -2.52556
C -2.56350 -1.18420 -3.54882
N -2.07014 -2.54518 -3.39388
C -0.61814 -2.54609 -3.52606
C 0.02500 -1.70739 -2.38994
N -1.03614 -1.03717 -1.59226
C -1.86943 -2.09833 -0.97148
C -2.43126 -3.03944 -2.06821
H -2.59979 0.32041 -1.94717
H -1.21264 0.46627 -3.02113
H -2.36854 -0.85763 -4.57150
H -3.64501 -1.19268 -3.40746
H -0.36151 -2.14761 -4.50876
H -0.26742 -3.57740 -3.48887
H 0.69271 -0.93720 -2.78065
H 0.60263 -2.33896 -1.71749
H -2.67174 -1.61631 -0.41307
H -1.24863 -2.63006 -0.25198
H -3.51782 -3.10618 -2.00687
H -2.03317 -4.04854 -1.95983

***

[4]
89
Properties=species:S:1:pos:R:3 method="wB97M-V/def2-TZVPD" gap_ev=8.27 spin_multiplicity=1 total_energy_ev=-66367.2325 homo_ev=-3.9 total_charge=-2
S 0.21141 -0.52516 0.11597
O -0.71542 0.58580 0.23488
O 1.23154 -0.54991 1.18003
O -0.58170 -1.77118 0.07137
O 0.92418 -0.43823 -1.13098
C 3.06223 -1.85470 -3.47400
C 4.12622 -1.80752 -2.39765
O 5.24536 -2.32073 -2.48484
N 3.81131 -1.12414 -1.32204
C 4.56860 -1.15750 -0.04971
H 2.09941 -1.79500 -2.96655
H 3.05921 -2.77404 -4.05959
H 3.12782 -1.07443 -4.23229
H 2.86216 -0.77944 -1.34207
H 5.40555 -1.83899 0.10255
H 3.91705 -1.41617 0.78496
H 5.01932 -0.16646 0.00295
C -3.13964 2.35717 2.13681
C -4.03211 1.18260 1.59497
O -5.19752 1.01806 1.91179
N -3.44207 0.25933 0.80860
C -4.03915 -0.91011 0.19557
H -3.48385 3.25413 1.62195
H -2.09399 2.14081 1.91794
H -3.22038 2.50064 3.21430
H -2.46294 0.36278 0.58347
H -4.29987 -0.75741 -0.85172
H -4.99143 -1.22056 0.62555
H -3.26949 -1.68195 0.19324
C 3.44290 2.41027 -0.28750
C 2.80815 2.75047 -1.57201
O 3.15149 3.81491 -2.13748
N 1.92308 1.85580 -2.15319
C 1.34446 2.00582 -3.50215
H 4.50219 2.46539 -0.53840
H 3.17351 1.41245 0.05877
H 3.20868 3.12694 0.49966
H 1.75057 0.96754 -1.70449
H 1.91724 1.32030 -4.12673
H 1.39310 2.97359 -4.00130
H 0.28151 1.76468 -3.51100
C -1.22218 -4.86353 -3.90825
C -0.68391 -4.10727 -2.71666
O 0.51985 -3.93660 -2.56638
N -1.52688 -3.65192 -1.80351
C -2.95590 -3.86181 -1.65398
H -1.60487 -5.82797 -3.57431
H -0.40286 -5.16416 -4.56126
H -1.90657 -4.28372 -4.52754
H -1.06435 -3.15435 -1.05613
H -3.32068 -4.74752 -2.17411
H -3.59093 -3.03232 -1.96512
H -3.14552 -4.10452 -0.60840
C 0.64860 2.44795 2.43374
C 1.91001 2.12918 3.25632
O 2.32973 3.00295 4.05004
N 2.57020 0.93926 3.06145
C 3.75892 0.51767 3.74895
H 0.57778 3.53320 2.36077
H -0.21093 1.98907 2.92235
H 0.67915 2.01054 1.43582
H 2.09309 0.38747 2.36289
H 4.60360 0.51367 3.06004
H 3.56527 -0.50633 4.06838
H 4.00902 1.09435 4.63945
C -2.91196 4.44690 -2.28437
C -2.63217 3.03198 -1.80097
O -3.40898 2.09572 -2.02934
N -1.54185 2.88067 -0.98383
C -0.41612 3.83858 -0.83124
H -2.92783 5.14046 -1.44365
H -3.90083 4.51908 -2.73716
H -2.18295 4.76292 -3.03053
H -1.35741 1.95300 -0.62951
H -0.67663 4.89349 -0.74516
H 0.11157 3.75172 -1.78102
H 0.21498 3.55495 0.01100
C -1.21039 -0.31758 3.84810
C -1.45502 -1.84507 4.06274
O -1.71768 -2.17245 5.20706
N -1.34822 -2.65708 3.03008
C -1.58168 -4.08877 3.06342
H -1.90819 0.03693 3.08949
H -0.17650 -0.27724 3.50526
H -1.33755 0.19544 4.80139
H -0.97123 -2.25004 2.18610
H -2.28763 -4.31376 3.86287
H -0.65330 -4.63298 3.23674
H -1.95075 -4.43594 2.09834